No. 1
The ion C22H35N6O with charge +1 at a distorted geometry, computed with ωB97M-V/def2-TZVPD.

```
64
Properties=species:S:1:pos:R:3:forces:R:3:nbo_charge:R:1
C -3.442 -2.986 -1.906 0.2 -0.1 0.0 -0.608
C -2.262 -3.635 -1.191 -0.1 0.1 0.2 -0.397
C -2.119 -3.207 0.270 0.0 0.1 -0.1 -0.397
C -1.899 -1.708 0.482 0.1 -0.3 -0.2 -0.396
C -0.569 -1.214 -0.122 -0.4 -0.4 0.0 -0.079
C -0.375 0.259 0.095 0.0 0.6 -0.2 0.376
N 0.689 0.787 0.677 -0.6 -0.6 -0.2 -0.388
N 0.558 2.110 0.627 0.6 0.6 0.4 -0.046
N -0.514 2.420 0.052 -0.7 1.0 -0.4 -0.007
N -1.142 1.298 -0.309 1.2 -1.0 0.5 -0.172
C -2.429 1.398 -0.929 -0.9 0.3 0.2 -0.251
C -3.531 1.571 0.154 0.0 -0.4 -0.3 0.093
C -4.842 2.101 -0.464 0.1 -0.1 0.1 -0.434
C -5.104 3.399 0.311 0.2 0.0 0.1 -0.427
C -3.716 3.749 0.845 -0.2 0.3 -0.1 -0.072
O -3.111 2.497 1.125 0.0 -0.2 0.2 -0.521
N 0.522 -2.019 0.370 0.1 0.3 -0.1 -0.456
C 1.650 -2.323 -0.461 0.3 0.0 0.0 -0.217
C 2.829 -1.331 -0.295 -0.2 -0.3 -0.6 -0.249
N 2.778 -0.716 1.047 -0.1 0.2 0.1 -0.426
C 4.052 -0.057 1.417 0.4 0.3 0.0 -0.244
C 4.462 0.962 0.386 0.0 0.0 0.0 0.003
C 5.514 0.705 -0.484 -0.1 0.0 0.1 -0.233
C 5.879 1.643 -1.434 0.0 0.0 -0.1 -0.198
C 5.191 2.841 -1.525 0.0 0.0 0.0 -0.193
C 4.142 3.103 -0.659 -0.1 0.0 0.0 -0.183
C 3.779 2.171 0.297 0.1 -0.1 0.0 -0.243
C 2.321 -1.703 2.038 -0.3 -0.3 0.3 -0.237
C 0.835 -2.005 1.787 -0.2 -0.2 0.1 -0.234
H -4.357 -3.130 -1.338 -0.2 0.0 0.0 0.211
H -3.577 -3.435 -2.886 -0.1 0.0 -0.1 0.226
H -3.290 -1.918 -2.051 0.0 0.2 0.0 0.181
H -2.402 -4.717 -1.205 0.1 0.0 -0.1 0.220
H -1.339 -3.427 -1.736 0.1 -0.1 -0.1 0.184
H -3.028 -3.486 0.805 0.0 -0.1 0.1 0.216
H -1.290 -3.757 0.715 0.0 0.0 0.1 0.212
H -1.912 -1.497 1.553 0.0 0.1 0.0 0.216
H -2.724 -1.165 0.027 -0.1 0.1 0.1 0.209
H -0.617 -1.373 -1.207 0.0 0.0 0.1 0.234
H -2.622 0.523 -1.551 0.1 0.1 0.0 0.224
H -2.399 2.298 -1.548 0.0 -0.2 0.0 0.240
H -3.675 0.618 0.675 0.0 0.1 -0.1 0.188
H -5.652 1.386 -0.348 0.0 0.0 -0.1 0.231
H -4.710 2.300 -1.527 0.0 0.0 -0.1 0.208
H -5.517 4.185 -0.315 -0.1 0.0 0.0 0.227
H -5.783 3.214 1.142 0.0 0.0 0.0 0.216
H -3.729 4.317 1.773 0.0 0.0 -0.1 0.208
H -3.124 4.294 0.097 0.0 0.0 0.1 0.167
H 1.343 -2.349 -1.506 0.0 0.0 0.0 0.228
H 1.989 -3.331 -0.198 0.1 0.0 -0.1 0.203
H 2.782 -0.529 -1.034 0.0 0.0 0.1 0.234
H 3.777 -1.858 -0.420 0.0 0.1 0.0 0.221
H 1.970 0.036 0.983 0.4 -0.4 0.0 0.481
H 3.902 0.431 2.383 -0.1 -0.1 0.0 0.230
H 4.825 -0.824 1.525 -0.1 0.0 0.0 0.218
H 6.060 -0.224 -0.412 0.1 -0.1 0.0 0.213
H 6.703 1.439 -2.100 0.1 0.0 -0.1 0.226
H 5.477 3.573 -2.265 0.0 0.1 -0.1 0.227
H 3.606 4.038 -0.720 -0.1 0.1 0.0 0.226
H 2.965 2.390 0.971 -0.1 0.1 0.1 0.230
H 2.449 -1.297 3.042 0.1 0.0 -0.1 0.237
H 2.932 -2.606 1.951 0.0 0.1 0.0 0.215
H 0.223 -1.251 2.286 0.0 -0.1 0.0 0.218
H 0.597 -2.979 2.234 0.0 0.1 0.1 0.212
```
Positions in Å, forces in eV/Å.

Output
* total charge: +1
* highest occupied orbital energy: -11.95 eV
* frontier orbital gap: 0.3682 Ha
* spin multiplicity: 1
* energy relative to the best compared isomer or geometry (same formula, charge and spin): 5.06 kcal/mol



No. 2
A structure of composition C22H36AsN6O2PdSeSi3, computed with ωB97M-V/def2-TZVPD.

```
72
Properties=species:S:1:pos:R:3:forces:R:3:lowdin_charge:R:1
Pd -0.238 -1.048 0.000 -0.1 -0.7 -0.5 0.693
N 2.731 -2.152 -0.255 0.1 0.0 -0.3 -0.018
N 1.339 -2.509 -0.274 -0.3 0.5 0.4 -0.139
C 1.124 -3.262 1.105 -0.1 0.1 0.3 -0.777
O 1.662 -4.350 1.140 0.1 -0.1 -0.2 0.050
O 0.468 -2.567 1.881 0.0 -0.2 0.2 -0.044
H 3.030 -1.976 -1.205 0.0 0.0 0.0 0.030
H 3.229 -2.981 0.071 0.0 0.0 0.0 0.099
H 1.217 -3.217 -0.999 -0.3 0.2 -0.1 0.103
Se -7.887 -1.968 0.284 0.3 0.0 0.0 1.181
N -6.805 -0.558 0.373 0.0 0.1 0.0 -0.217
C -5.579 -0.999 0.260 -0.2 0.0 0.0 -0.336
C -4.409 -0.136 0.324 0.2 0.0 0.0 -0.071
C -4.505 1.237 0.541 0.1 0.0 0.0 0.038
C -3.344 1.967 0.662 -0.1 -0.1 0.0 -0.005
C -2.124 1.312 0.556 0.0 0.0 0.2 -0.120
N -2.010 0.012 0.317 0.2 0.0 -0.2 0.010
C -3.145 -0.718 0.198 0.0 0.0 0.0 -0.114
C -3.000 -2.153 -0.040 0.0 0.0 0.0 -0.126
N -1.745 -2.607 -0.225 0.0 -0.1 0.2 0.042
C -1.562 -3.915 -0.375 -0.1 0.1 -0.1 -0.075
C -2.612 -4.829 -0.371 0.0 0.0 0.0 0.003
C -3.900 -4.369 -0.217 0.1 0.0 0.0 0.037
C -4.108 -3.002 -0.048 0.2 0.0 -0.1 -0.072
C -5.430 -2.416 0.103 -0.2 0.0 0.0 -0.335
N -6.538 -3.112 0.093 0.0 -0.1 0.0 -0.214
H -5.481 1.693 0.627 0.0 0.0 0.0 0.129
H -3.362 3.030 0.847 0.0 0.0 0.0 0.123
H -1.200 1.843 0.693 0.0 0.0 0.0 0.028
H -0.552 -4.271 -0.502 0.1 0.0 0.0 0.105
H -2.399 -5.881 -0.487 0.0 0.0 0.0 0.124
H -4.750 -5.038 -0.218 0.0 0.0 0.0 0.129
C 2.643 3.931 -0.224 0.0 -0.1 0.0 -0.199
Si 1.021 3.044 0.076 0.0 0.1 0.0 0.331
C -0.208 3.616 -1.228 0.1 -0.1 0.1 -0.205
C 0.375 3.535 1.781 0.0 -0.1 -0.1 -0.203
As 1.474 0.675 -0.052 -0.3 -0.3 0.0 0.840
Si 2.556 0.233 2.125 0.3 0.4 -0.1 0.389
C 1.099 0.244 3.295 0.0 0.0 -0.1 -0.205
C 3.683 -1.220 2.367 -0.1 0.0 0.0 -0.202
C 3.601 1.783 2.341 0.0 -0.1 0.0 -0.222
Si 1.658 0.445 -2.468 0.3 0.4 0.0 0.326
C 2.439 -1.061 -3.264 0.0 0.0 0.2 -0.213
C 2.662 1.911 -3.064 0.0 -0.1 0.0 -0.221
C -0.109 0.499 -3.084 0.0 -0.1 0.1 -0.219
H 2.424 4.960 -0.517 0.0 0.1 0.0 0.049
H 3.237 3.485 -1.018 0.0 0.0 0.0 0.007
H 3.255 3.966 0.674 0.0 0.0 0.0 0.018
H -0.371 4.683 -1.061 0.0 0.1 0.0 0.046
H -1.177 3.128 -1.185 -0.1 0.0 0.0 0.011
H 0.173 3.506 -2.240 0.1 0.0 -0.1 0.018
H -0.302 4.385 1.675 0.0 0.0 0.0 0.042
H 1.198 3.859 2.417 0.1 0.0 0.0 0.029
H -0.154 2.754 2.323 0.0 0.0 0.0 0.009
H 0.223 -0.255 2.878 0.0 0.0 0.0 0.003
H 0.842 1.259 3.591 0.0 0.0 0.0 0.017
H 1.373 -0.310 4.195 0.1 0.0 0.0 0.049
H 3.177 -2.180 2.366 0.0 -0.1 0.0 0.019
H 4.109 -1.074 3.365 0.0 0.0 0.1 0.048
H 4.503 -1.234 1.652 0.0 0.0 0.0 0.037
H 3.002 2.640 2.640 0.0 0.1 0.0 0.009
H 4.141 2.041 1.431 0.1 0.0 0.0 0.024
H 4.345 1.617 3.121 0.0 0.0 0.1 0.041
H 3.504 -1.186 -3.077 0.0 0.0 0.1 0.040
H 2.338 -0.865 -4.335 0.0 0.0 0.0 0.048
H 1.911 -1.992 -3.063 0.0 -0.1 0.0 0.024
H 3.618 1.964 -2.543 0.1 0.0 0.0 0.033
H 2.156 2.864 -2.933 0.0 0.1 0.0 0.011
H 2.877 1.798 -4.127 0.0 0.0 -0.1 0.042
H -0.640 -0.417 -2.805 0.1 0.1 0.0 0.013
H -0.091 0.560 -4.175 0.0 0.0 0.0 0.045
H -0.679 1.347 -2.709 0.0 0.0 0.0 0.008
```
Positions in Å, forces in eV/Å.

Output
* total charge: +1
* highest occupied orbital energy: -11.13 eV
* frontier orbital gap: 0.2770 Ha
* spin multiplicity: 1
* energy relative to the best compared isomer or geometry (same formula, charge and spin): 18.93 kcal/mol



No. 3
A structure of composition C22H36BrN3O3PTi at a distorted geometry, computed with ωB97M-V/def2-TZVPD.

```
67
Properties=species:S:1:pos:R:3:forces:R:3:nbo_charge:R:1
Ti 0.380 -0.299 0.830 0.7 -0.3 0.8 1.488
C 2.174 0.079 3.488 0.0 0.0 0.0 -0.411
N 2.299 -0.307 2.068 0.0 0.0 0.0 -0.470
C 3.071 -1.579 2.053 0.0 0.0 0.0 -0.417
C 3.070 0.711 1.320 0.0 -0.1 -0.1 -0.261
C 3.103 0.287 -0.123 0.0 0.0 0.0 0.031
C 4.212 0.565 -0.909 0.0 0.0 0.0 -0.230
C 4.249 0.147 -2.231 0.0 0.0 0.0 -0.197
C 3.174 -0.557 -2.747 0.0 0.0 0.0 -0.214
C 2.068 -0.827 -1.947 0.1 0.0 0.0 -0.209
C 1.994 -0.424 -0.614 -0.2 0.1 -0.2 -0.511
H 3.151 0.017 3.973 0.0 0.0 0.0 0.206
H 1.485 -0.603 3.985 0.0 0.0 0.0 0.236
H 1.808 1.096 3.582 0.0 0.0 0.0 0.205
H 4.095 -1.371 2.376 0.0 0.0 0.0 0.197
H 3.086 -2.009 1.057 0.0 0.0 0.0 0.236
H 2.615 -2.284 2.738 0.0 0.0 0.0 0.234
H 4.081 0.796 1.733 0.0 0.1 0.1 0.210
H 2.573 1.678 1.443 0.0 0.0 0.0 0.209
H 5.055 1.099 -0.484 0.0 0.0 0.0 0.212
H 5.115 0.355 -2.845 0.0 0.0 0.0 0.222
H 3.191 -0.900 -3.774 0.0 0.0 0.0 0.218
H 1.253 -1.367 -2.406 0.0 0.0 0.0 0.192
O -3.090 2.234 4.551 0.0 0.0 0.0 -0.630
C -2.101 1.944 3.694 0.0 -0.1 0.0 0.364
C -1.031 2.838 3.464 0.0 0.0 0.0 -0.305
C -0.042 2.480 2.591 0.0 0.0 0.1 0.040
N -0.114 1.287 1.977 0.0 -0.1 0.2 -0.613
C -1.123 0.452 2.139 -0.3 0.1 -0.8 -0.088
Br -0.020 -2.428 2.090 0.0 0.3 -0.1 -0.349
C -2.160 0.740 3.010 0.0 0.1 0.1 -0.279
H -2.944 3.083 4.985 0.0 0.0 0.0 0.491
H -0.991 3.792 3.974 0.0 0.0 0.0 0.231
H 0.803 3.121 2.372 0.0 0.0 0.0 0.217
H -2.989 0.064 3.168 0.0 0.0 0.0 0.239
N -2.145 4.001 -1.973 0.1 -0.1 0.1 -0.860
C -0.824 3.385 -1.908 0.0 0.0 0.0 -0.349
C -0.826 2.234 -0.908 0.1 0.5 -0.1 0.833
O 0.197 1.638 -0.622 -0.3 -0.6 0.1 -0.619
O -1.996 1.960 -0.390 -0.1 0.1 0.0 -0.642
H -2.474 4.115 -2.922 0.0 0.0 0.0 0.396
H -2.174 4.906 -1.522 0.0 0.0 0.0 0.388
H -2.606 2.634 -0.801 0.0 -0.1 0.0 0.526
H -0.023 4.072 -1.632 0.0 0.0 0.0 0.235
H -0.546 2.955 -2.871 0.0 0.0 0.0 0.245
C -0.962 -4.456 -2.023 0.0 0.0 0.0 -0.613
C -0.220 -3.457 -1.136 0.0 0.0 0.0 -0.711
P -1.015 -1.806 -0.938 -0.1 0.0 0.1 0.944
C -2.693 -2.228 -0.329 0.0 0.0 0.0 -0.715
C -3.573 -1.016 -0.042 0.0 0.0 0.0 -0.603
C -1.325 -1.382 -2.716 0.0 0.0 0.0 -0.715
C -1.406 0.088 -3.103 0.0 0.0 0.0 -0.615
H -0.416 -5.399 -2.035 0.0 0.0 0.0 0.232
H -1.048 -4.117 -3.055 0.0 0.0 0.0 0.206
H -1.963 -4.668 -1.649 0.0 0.0 0.0 0.210
H 0.786 -3.276 -1.520 0.0 0.0 0.0 0.241
H -0.094 -3.866 -0.135 0.0 0.0 0.0 0.258
H -2.553 -2.831 0.570 0.0 0.0 0.0 0.252
H -3.163 -2.866 -1.080 0.0 0.0 0.0 0.227
H -3.103 -0.353 0.681 0.0 0.0 0.0 0.220
H -4.536 -1.338 0.356 0.0 0.0 0.0 0.226
H -3.768 -0.442 -0.950 0.0 0.0 0.0 0.200
H -2.241 -1.906 -3.000 0.0 0.0 0.0 0.236
H -0.526 -1.858 -3.287 0.0 0.0 0.0 0.234
H -2.245 0.590 -2.618 0.0 0.0 0.0 0.202
H -1.544 0.177 -4.181 0.0 0.0 0.0 0.226
H -0.478 0.601 -2.844 0.0 0.0 0.0 0.213
```
Positions in Å, forces in eV/Å.

Output
* total charge: +1
* highest occupied orbital energy: -11.02 eV
* frontier orbital gap: 0.2894 Ha
* spin multiplicity: 1
* energy relative to the best compared isomer or geometry (same formula, charge and spin): 14.57 kcal/mol